Entry 1:
C7H3F6N3O8S2Ta as an isolated structure in a non-equilibrium geometry. Source: OMol25; level of theory: ωB97M-V/def2-TZVPD.

Cartesian coordinates (Å):
Ta 0.594 -0.109 -0.487
F 4.416 -3.106 -1.869
C 4.726 -2.889 -0.678
F 4.442 -3.756 0.178
F 5.651 -2.089 -0.433
S 2.855 -1.438 -0.101
O 2.591 -0.009 -0.766
O 1.456 -2.028 -0.520
N 2.955 -1.233 1.433
S 1.788 -0.663 2.363
O 0.510 -0.476 1.386
O 1.506 -1.379 3.531
C 2.134 1.208 2.578
F 1.328 1.655 3.481
F 3.387 1.393 2.812
F 1.796 1.699 1.362
O -4.591 3.008 -1.622
C -4.754 1.742 -1.270
O -5.813 1.217 -1.146
C -3.541 0.867 -0.997
C -3.744 -0.483 -0.623
N -2.567 -1.050 -0.440
N -1.541 -0.186 -0.658
C -2.183 0.999 -1.015
C -1.279 2.118 -1.330
O -1.401 3.229 -1.625
O 0.042 1.466 -1.167
H -3.677 3.321 -1.696
H -4.683 -1.005 -0.487
H -2.401 -2.020 -0.194

* net charge: +3
* F_max: 1.48 eV Å⁻¹
* ΔE to the lowest compared entry with this formula, charge and spin: 396.4 kJ/mol
* HOMO energy: -19.432 eV
* 2S+1: 1
* lowest unoccupied orbital energy: -13.42 eV


Entry 2:
C7H3NO4SbSe4TcTe as an isolated structure in a non-equilibrium geometry. Source: OMol25; level of theory: ωB97M-V/def2-TZVPD.

Cartesian coordinates (Å):
Tc 1.209 0.027 -0.947
O 0.394 -3.654 0.541
C 0.248 -2.555 0.042
O 1.165 -1.963 -0.700
C -0.937 -1.699 0.233
C -2.166 -2.048 0.755
C -3.165 -1.095 0.588
C -2.855 0.236 0.243
C -1.565 0.520 -0.188
N -0.723 -0.454 -0.153
C -1.012 1.745 -0.665
O -1.694 2.791 -0.597
O 0.078 1.550 -1.360
H -2.396 -3.115 0.954
H -4.259 -1.279 0.686
H -3.621 1.000 0.223
Se 5.957 3.698 -0.889
Sb 4.310 2.115 -0.413
Se 3.336 0.824 -2.376
Se 1.764 0.366 1.410
Se 4.134 0.083 1.487
Te 1.797 2.907 1.126

* F_max: 5.21 eV Å⁻¹
* HOMO energy (spin up / spin down): -8.682 / -8.550 eV
* 2S+1: 1
* lowest unoccupied orbital energy (spin up / spin down): -2.70 / -2.70 eV